{"formula": "C28H19N8O2S4V", "method": "the ωB97M-V functional and the def2-TZVPD basis", "symbols": ["V", "S", "C", "C", "C", "C", "N", "C", "C", "C", "S", "C", "N", "H", "H", "N", "C", "C", "C", "C", "C", "C", "S", "O", "O", "N", "C", "S", "C", "C", "N", "H", "H", "H", "H", "H", "H", "H", "H", "C", "C", "N", "C", "C", "C", "C", "C", "C", "C", "C", "N", "C", "N", "H", "H", "H", "H", "H", "H", "H", "H", "H"], "xyz": [[-0.44, 0.57, 0.32], [-1.47, 2.66, 0.28], [-3.12, 2.25, -0.15], [-4.10, 3.25, -0.13], [-5.41, 2.97, -0.48], [-6.39, 4.02, -0.44], [-7.17, 4.86, -0.39], [-5.76, 1.67, -0.87], [-4.80, 0.68, -0.90], [-3.48, 0.95, -0.55], [-2.30, -0.35, -0.62], [-7.11, 1.34, -1.24], [-8.18, 1.07, -1.55], [-3.83, 4.25, 0.17], [-5.07, -0.33, -1.20], [-3.56, -4.27, -3.60], [-2.42, -3.93, -2.91], [-2.22, -4.38, -1.60], [-1.10, -3.99, -0.89], [-0.17, -3.14, -1.48], [-0.35, -2.69, -2.78], [-1.46, -3.08, -3.49], [1.17, -2.56, -0.53], [2.12, -1.93, -1.42], [1.64, -3.58, 0.37], [0.45, -1.41, 0.37], [0.66, -1.25, 1.67], [1.50, -2.17, 2.86], [1.08, -0.96, 4.05], [0.36, 0.03, 3.50], [0.12, -0.13, 2.15], [-4.08, -5.07, -3.28], [-3.55, -4.16, -4.60], [-2.95, -5.03, -1.15], [-0.95, -4.34, 0.12], [0.39, -2.04, -3.22], [-1.61, -2.73, -4.51], [1.40, -1.06, 5.07], [-0.02, 0.90, 4.02], [2.37, 2.51, -2.39], [1.23, 2.08, -1.76], [1.28, 1.25, -0.70], [2.46, 0.86, -0.24], [3.67, 1.29, -0.78], [3.61, 2.10, -1.90], [4.94, 0.81, -0.23], [5.29, 0.68, 1.06], [4.55, 1.10, 2.27], [4.91, 0.57, 3.50], [4.22, 1.03, 4.61], [3.26, 1.95, 4.53], [2.99, 2.39, 3.30], [3.58, 2.02, 2.17], [2.30, 3.15, -3.25], [0.24, 2.38, -2.08], [2.47, 0.17, 0.59], [4.52, 2.43, -2.38], [5.67, 0.49, -0.96], [6.25, 0.23, 1.26], [5.69, -0.16, 3.59], [4.45, 0.66, 5.60], [2.21, 3.13, 3.21]], "lowdin_spin": [1.9679, 0.0003, 0.0090, 0.0004, 0.0015, 0.0001, 0.0004, 0.0030, -0.0024, 0.0070, -0.0349, 0.0004, 0.0015, -0.0002, -0.0005, 0.0000, -0.0001, 0.0000, 0.0002, 0.0002, 0.0000, -0.0001, 0.0016, 0.0009, -0.0011, 0.0073, 0.0154, 0.0079, -0.0011, 0.0012, -0.0045, 0.0000, 0.0000, 0.0000, 0.0000, 0.0000, 0.0000, -0.0002, 0.0002, -0.0015, 0.0072, -0.0019, 0.0082, -0.0009, 0.0068, 0.0000, -0.0009, 0.0000, -0.0001, 0.0000, -0.0002, 0.0001, 0.0001, -0.0003, 0.0012, 0.0005, 0.0004, 0.0000, 0.0000, 0.0000, 0.0000, 0.0000], "e_tot_ev": -114390.685, "orbital_gap_ev": [7.274, 7.362], "spin_multiplicity": 3, "homo_energy_ev": [-8.2, -8.2], "e_above_lowest_kj_mol": 0.0, "max_force_ev_per_a": 0.166}